#a
Below is a gas-phase ion, C4H13N2S (charge +1), with properties calculated with ωB97M-V/def2-TZVPD.

Output
SMILES: NCC[NH2+]CCS
Gap between HOMO and LUMO (eV): 9.2
E_LUMO (eV): -3.529
Net charge: +1

Cartesian coordinates (Å):
N -0.44187 1.73978 -1.87163
C -0.25587 2.07373 -0.44232
C 1.04862 1.25156 -0.09019
N 0.78189 -0.26384 -0.05546
C -0.12349 -0.72580 0.98509
C -0.13752 -2.44897 0.74461
S -1.55542 -2.71597 1.82122
H -1.32614 1.42743 -2.24207
H -0.26265 2.51925 -2.49863
H -1.15589 1.94273 0.25363
H -0.03187 3.12435 -0.39036
H 1.53525 1.40257 0.85679
H 1.88399 1.54868 -0.72909
H 1.89161 -0.69270 -0.03102
H 0.66873 -0.41596 -1.15608
H 0.32745 -0.34411 1.95321
H -1.16157 -0.37438 0.68768
H 0.88725 -2.69228 1.09974
H -0.43936 -2.48009 -0.36493
H -2.13314 -3.87600 1.46981

Let us look at the Löwdin charges, expressed in e, one per atom: number 1, N, carries -0.011; number 2, C, carries -0.204; number 3, C, carries -0.143; number 4, N, carries -0.086; number 5, C, carries -0.242; number 6, C, carries -0.485; number 7, S, carries 0.732; number 8, H, carries 0.076; number 9, H, carries 0.085; number 10, H, carries 0.138; number 11, H, carries 0.106; number 12, H, carries 0.109; number 13, H, carries 0.129; number 14, H, carries 0.270; number 15, H, carries 0.214; number 16, H, carries 0.152; number 17, H, carries 0.115; number 18, H, carries 0.076; number 19, H, carries 0.099; number 20, H, carries -0.128

***

#b
Below is 2 unconnected molecules or ions with the total composition C4H13N2S, with properties calculated with ωB97M-V/def2-TZVPD.

Output
Gap between HOMO and LUMO (eV): 8.1
E_LUMO (eV): -4.001
Net charge: +1

Cartesian coordinates (Å):
C -0.99230 0.32937 -1.39546
C -1.54733 -0.83158 -0.55734
C -1.03639 -0.90916 0.94279
S -1.99592 -2.24254 1.81984
H -1.63822 0.57108 -2.20245
H -0.06037 -0.01291 -1.86112
H -0.83905 1.30912 -0.94326
H -2.70626 -0.72337 -0.60458
H -1.25035 -1.80533 -0.97200
H -1.20493 -0.00450 1.60999
H -0.01692 -1.19135 0.92381
H -1.04774 -2.53258 2.73289
N 1.74474 2.18199 -0.02771
C 1.40034 0.94946 0.28300
N 2.18147 -0.13540 0.13472
H 2.62378 2.36815 -0.44560
H 1.09020 2.92637 -0.01421
H 0.40435 0.83807 0.65546
H 1.84334 -1.06951 0.24543
H 3.04758 -0.01539 -0.32420

Let us look at the Löwdin charges, expressed in e, one per atom: number 1, C, carries -0.129; number 2, C, carries -0.287; number 3, C, carries -0.584; number 4, S, carries 0.713; number 5, H, carries 0.067; number 6, H, carries 0.076; number 7, H, carries 0.059; number 8, H, carries 0.138; number 9, H, carries 0.104; number 10, H, carries 0.085; number 11, H, carries 0.005; number 12, H, carries -0.143; number 13, N, carries 0.224; number 14, C, carries -0.155; number 15, N, carries 0.221; number 16, H, carries 0.132; number 17, H, carries 0.135; number 18, H, carries 0.093; number 19, H, carries 0.121; number 20, H, carries 0.124

***

Verdict on stability: #a comes out at the bottom.

***

#a
Below is 2 unconnected molecules or ions with the total composition C2H10N2O, with properties calculated with ωB97M-V/def2-TZVPD.

Output
SMILES: CNCN.O
Gap between HOMO and LUMO (eV): 9.3
E_LUMO (eV): 0.863

Cartesian coordinates (Å):
C -0.16352 1.51545 -0.12481
N -0.96938 0.48887 0.52266
C -0.35107 -0.76776 0.93466
N -0.97375 -1.95623 0.36311
H 0.89995 1.31894 -0.04881
H -0.52546 1.63667 -1.15163
H -0.33687 2.55105 0.19411
H -1.59111 0.83416 1.23627
H -0.47178 -0.89323 2.01330
H 0.69562 -0.73411 0.64468
H -1.87562 -2.14630 0.76723
H -1.13366 -1.83363 -0.62733
O 2.43347 -0.06898 -1.26005
H 2.76791 0.49035 -1.97712
H 1.59527 -0.43526 -1.48627

Let us look at the Löwdin charges, expressed in e, one per atom: number 1, C, carries -0.145; number 2, N, carries -0.122; number 3, C, carries -0.319; number 4, N, carries -0.009; number 5, H, carries 0.052; number 6, H, carries 0.065; number 7, H, carries 0.072; number 8, H, carries 0.091; number 9, H, carries 0.109; number 10, H, carries 0.093; number 11, H, carries 0.050; number 12, H, carries 0.055; number 13, O, carries -0.055; number 14, H, carries 0.053; number 15, H, carries 0.008

***

#b
Below is 2 unconnected molecules or ions with the total composition C2H10N2O, with properties calculated with ωB97M-V/def2-TZVPD.

Output
SMILES: CNCO.N
Gap between HOMO and LUMO (eV): 9.9
E_LUMO (eV): 0.975

Cartesian coordinates (Å):
C 0.09170 0.83723 -1.69730
N 0.41386 1.14116 -0.31482
C -0.52857 0.63709 0.65874
O -0.13727 0.98318 1.96207
H -0.11511 -0.22215 -1.83916
H 0.97324 1.07779 -2.29366
H -0.76635 1.39162 -2.09884
H 0.41837 2.14688 -0.19992
H -1.53769 1.05906 0.51808
H -0.63844 -0.44492 0.53529
H 0.77882 0.65143 2.07845
N 0.12631 -2.89754 -0.38088
H 1.12216 -3.00769 -0.30892
H -0.15207 -3.12289 -1.32453
H -0.29605 -3.57997 0.24222

Let us look at the Löwdin charges, expressed in e, one per atom: number 1, C, carries -0.143; number 2, N, carries -0.115; number 3, C, carries -0.356; number 4, O, carries -0.063; number 5, H, carries 0.062; number 6, H, carries 0.073; number 7, H, carries 0.075; number 8, H, carries 0.105; number 9, H, carries 0.122; number 10, H, carries 0.093; number 11, H, carries 0.099; number 12, N, carries 0.020; number 13, H, carries 0.007; number 14, H, carries 0.008; number 15, H, carries 0.014

***

#c
Below is 2 unconnected molecules or ions with the total composition C2H10N2O, with properties calculated with ωB97M-V/def2-TZVPD.

Output
SMILES: NCCN.O
Gap between HOMO and LUMO (eV): 9.5
E_LUMO (eV): 0.738

Cartesian coordinates (Å):
N 0.98262 -1.42053 0.10466
C 0.37273 -0.33611 0.89489
C 0.37932 1.07313 0.24725
N 1.25251 1.31455 -0.89081
H 1.90426 -1.22832 -0.23239
H 0.34262 -1.76218 -0.59892
H 0.99097 -0.29841 1.79436
H -0.62167 -0.69840 1.12525
H -0.64867 1.28032 -0.05228
H 0.69723 1.77503 1.01873
H 2.24089 1.09556 -0.76097
H 0.89119 0.80938 -1.68181
O -2.70998 -0.80071 -0.38139
H -2.58139 0.06360 -0.78547
H -3.49263 -0.86692 0.19888

Let us look at the Löwdin charges, expressed in e, one per atom: number 1, N, carries -0.017; number 2, C, carries -0.271; number 3, C, carries -0.284; number 4, N, carries -0.020; number 5, H, carries 0.042; number 6, H, carries 0.056; number 7, H, carries 0.094; number 8, H, carries 0.081; number 9, H, carries 0.085; number 10, H, carries 0.097; number 11, H, carries 0.067; number 12, H, carries 0.053; number 13, O, carries -0.067; number 14, H, carries 0.029; number 15, H, carries 0.056

***

#d
Below is 2 unconnected molecules or ions with the total composition C2H10N2O, with properties calculated with ωB97M-V/def2-TZVPD.

Output
SMILES: NCN.CO
Gap between HOMO and LUMO (eV): 10.2
E_LUMO (eV): 0.878

Cartesian coordinates (Å):
N -2.02626 0.92739 0.25899
C -1.64169 -0.21906 0.99239
N -2.76760 -1.17558 1.53549
H -2.56647 0.63496 -0.53863
H -2.73256 1.45893 0.92011
H -0.89819 -0.80817 0.52170
H -1.12341 0.00172 1.84491
H -3.21892 -0.39854 2.08970
H -3.46979 -1.49300 0.78872
C 3.04941 0.04271 -1.44324
O 4.36563 0.21966 -0.89440
H 3.26340 -0.66647 -2.29627
H 2.30100 -0.51593 -0.79437
H 2.64369 0.97019 -1.67126
H 4.82176 1.02119 -1.31383

Let us look at the Löwdin charges, expressed in e, one per atom: number 1, N, carries -0.019; number 2, C, carries -0.385; number 3, N, carries -0.034; number 4, H, carries 0.052; number 5, H, carries 0.118; number 6, H, carries 0.083; number 7, H, carries 0.066; number 8, H, carries 0.049; number 9, H, carries 0.070; number 10, C, carries -0.162; number 11, O, carries -0.171; number 12, H, carries 0.089; number 13, H, carries 0.090; number 14, H, carries 0.042; number 15, H, carries 0.111

***

Verdict on stability: #d comes out at the bottom.